# 1
Formula: C7H7F5OSi2
Source: the OMol25 dataset
Level of theory: ωB97M-V/def2-TZVPD

Results
Total charge: 0
F_max in eV/Å: 4.424
Highest occupied orbital energy in eV: -8.52
Energy relative to the best compared isomer or geometry (same formula, charge and spin) in eV: 9.4517

CARTESIAN COORDINATES (ANGSTROEM)
C 1.50773 -1.07197 -0.23486
C 1.62508 0.08174 -0.99558
C 0.69471 -2.16798 -0.59585
C 0.83612 0.26537 -2.12350
C 0.00134 -1.99808 -1.82624
C 0.03130 -0.80551 -2.55289
C -0.57115 2.81941 1.05513
O -1.31886 0.12802 0.78787
F 2.30021 -1.16310 0.82730
F 2.55589 1.04845 -0.75423
F 0.71789 -3.23184 0.20743
F 0.89307 1.41921 -2.80250
F -0.75328 -2.99068 -2.33855
Si -1.42052 -0.35146 2.36269
Si -1.49503 1.59829 -0.06841
H -0.44950 3.87813 0.80945
H -0.98448 2.85012 2.14561
H 0.35582 2.28614 1.18651
H -1.98881 -1.72788 2.35045
H -0.04483 -0.86631 2.72898
H -2.05482 0.68754 3.25846
H -0.43785 -0.68762 -3.42727

# 2
Formula: C2H3NO3S
Source: the OMol25 dataset
Level of theory: ωB97M-V/def2-TZVPD

Results
Total charge: 0
F_max in eV/Å: 3.456
Highest occupied orbital energy (spin up / spin down) in eV: -9.83 / -9.83
Energy relative to the best compared isomer or geometry (same formula, charge and spin) in eV: 3.9971

CARTESIAN COORDINATES (ANGSTROEM)
C 0.27274 0.50160 0.40465
C -0.11151 1.57158 -0.27053
N -0.36144 -0.20885 1.41774
O -0.88050 -1.82215 -1.29210
O 1.46159 -2.25877 -0.73383
O -1.17727 0.41082 2.14331
S 0.04924 -2.45093 -0.44157
H 1.13901 0.12041 -0.00849
H 0.62228 1.89593 -1.04265
H -1.01413 2.24034 -0.17654

# 3
Formula: C19H25N5O2S
Source: the OMol25 dataset
Level of theory: ωB97M-V/def2-TZVPD

Results
Total charge: 0
F_max in eV/Å: 15.678
Highest occupied orbital energy in eV: -8.30
Energy relative to the best compared isomer or geometry (same formula, charge and spin) in eV: 16.9604

CARTESIAN COORDINATES (ANGSTROEM)
C -2.28460 -4.28162 0.41455
C -3.35647 -3.44204 -0.14508
C -2.97118 -1.87446 -0.36353
C -2.96431 -1.25675 0.97110
N -2.31818 -0.12322 0.67724
C -1.05033 0.02784 1.20123
C -0.38320 1.20510 0.96661
C 1.06196 1.39096 0.69604
N 1.81268 0.44585 1.21583
N 3.18742 0.22488 0.76489
C 4.06133 0.12147 1.81390
C 5.40948 0.03043 1.07449
H 6.27347 -0.50247 1.82561
H 5.74848 1.02784 0.84992
C 5.57141 -1.06789 -0.11336
C 4.41541 -0.75424 -0.86867
H 4.51617 -1.60943 -1.75754
H 4.62816 0.21436 -1.33174
C 3.22802 -0.63038 -0.36491
C 1.94272 -0.38533 -1.10470
C 1.86913 0.73213 -2.06504
C 0.65279 1.11418 -2.54474
C -0.29430 0.24165 -2.57694
N -0.30529 -0.94422 -1.76065
C 0.85530 -1.09533 -1.49875
H 0.92192 -2.16898 -0.70471
H -1.20634 0.12745 -3.15886
H 0.73198 2.08272 -3.31794
H 2.66774 1.38891 -1.86385
H 2.99380 -1.78001 0.20750
H 5.45390 -1.95857 0.33703
H 6.52797 -1.02599 -0.59230
H 4.08004 0.71020 2.60845
H 3.88567 -1.19697 2.20769
H 1.54310 2.16947 0.39594
C -0.95250 2.67349 0.27232
O -0.46048 3.52712 -0.27267
N -2.35588 2.28466 0.34928
C -3.05634 1.15369 0.33874
S -4.76746 1.19089 0.10115
H -2.81744 2.95508 -0.13738
O -0.58080 -0.77643 1.90753
H 1.27474 -0.44881 1.70898
H -2.46995 -1.93801 1.73283
H -4.11583 -0.97856 1.34540
H -3.73059 -1.53497 -0.96028
H -2.09244 -2.00901 -0.82061
H -3.73638 -3.97499 -1.05533
H -4.30374 -3.41068 0.47153
H -2.77320 -5.25144 0.50605
H -1.50630 -4.19884 -0.45123
H -1.92150 -3.88133 1.22807

# 4
Formula: C7H19BN3O6P
Source: the OMol25 dataset
Level of theory: ωB97M-V/def2-TZVPD

Results
Total charge: -2
F_max in eV/Å: 1.991
Highest occupied orbital energy in eV: 2.26

CARTESIAN COORDINATES (ANGSTROEM)
C -1.66218 -1.66183 -2.31620
C -1.00631 -0.29141 -2.45971
N -1.48285 0.56974 -3.25891
C 0.26227 0.06712 -1.70473
N 0.24004 -0.40890 -0.29130
C 1.62768 -0.47682 0.30213
C 1.87608 -1.75253 1.06731
O 1.04208 -1.90188 2.21830
B -0.55400 0.49085 0.65672
O -0.32017 1.82316 0.47833
N -1.43136 0.02788 1.68693
C -2.34826 1.07762 2.15302
C -2.21017 -1.17101 1.33396
H -1.09905 -2.38005 -2.91935
H -1.78869 -2.00179 -1.28986
H -2.66375 -1.62352 -2.74954
H -2.31770 0.20260 -3.71406
H 0.38608 1.14975 -1.77666
H 1.09772 -0.35790 -2.26455
H -0.07742 -1.37792 -0.31707
H 1.84789 0.44746 0.88207
H 2.34264 -0.48660 -0.52517
H 1.74924 -2.64437 0.44427
H 2.91459 -1.73672 1.40714
H 1.40560 -1.37098 2.93097
H 0.30089 2.15662 1.15544
H -3.03024 0.61942 2.87806
H -2.98253 1.47755 1.35628
H -1.80568 1.85866 2.67711
H -2.82004 -1.44747 2.19595
H -1.50668 -1.99208 1.17127
H -2.84346 -1.04761 0.44905
O 4.86954 3.23959 -0.56887
P 3.38489 2.85366 -0.37541
O 3.19172 2.02953 0.97023
O 2.91144 1.91267 -1.54914
O 2.50012 4.12749 -0.33400

# 5
Formula: C2H4N4
Source: the OMol25 dataset
Level of theory: ωB97M-V/def2-TZVPD

Results
Total charge: 0
F_max in eV/Å: 2.197
Highest occupied orbital energy in eV: -9.47
Energy relative to the best compared isomer or geometry (same formula, charge and spin) in eV: 2.1205
Structure (SMILES): Nc1nc[nH]n1

CARTESIAN COORDINATES (ANGSTROEM)
N -1.85968 -0.80231 -0.26410
C -0.53886 -0.35809 -0.35998
N 0.14856 0.12586 -1.38751
N 1.56765 0.65690 -0.47862
C 1.21339 0.25462 0.72095
N 0.09649 -0.39722 0.84913
H -2.18000 -0.73802 0.70146
H -2.58208 -0.57500 -0.93359
H 2.36742 1.34061 -0.46981
H 1.76711 0.49265 1.62208

# 6
Formula: C23H27N3O3S
Source: the OMol25 dataset
Level of theory: ωB97M-V/def2-TZVPD

Results
Total charge: 0
F_max in eV/Å: 0.723
Highest occupied orbital energy in eV: -8.07
Energy relative to the best compared isomer or geometry (same formula, charge and spin) in eV: 0.0373
Structure (SMILES): CCOc1ccc(NC(=O)C[C@@H]2C(=O)N(C)C(=S)N2CCCc2ccccc2)cc1

CARTESIAN COORDINATES (ANGSTROEM)
C -1.14338 0.18200 8.05006
C -1.51096 -1.24075 7.63867
O -0.42886 -1.93541 7.05059
C -0.06332 -1.66228 5.76938
C 1.07662 -2.33173 5.31728
C 1.53363 -2.15135 4.03180
C 0.86667 -1.29540 3.15691
C -0.26852 -0.63127 3.59956
C -0.72791 -0.81150 4.89254
H -1.61517 -0.27870 5.19451
H -0.79398 0.03144 2.93330
N 1.37883 -1.15844 1.85531
C 0.95728 -0.34039 0.85888
O 0.02669 0.42991 0.93273
C 1.80334 -0.48205 -0.40716
H 2.75111 0.03784 -0.24478
C 1.11457 0.18194 -1.60485
N -0.21794 -0.29423 -1.87170
C -1.12024 0.70241 -1.77542
S -2.73921 0.58405 -1.96870
N -0.45281 1.87673 -1.50843
C 0.88287 1.67087 -1.34804
O 1.71730 2.49987 -1.08813
C -1.11371 3.13526 -1.29512
H -0.34573 3.90175 -1.21585
H -1.69860 3.09789 -0.37468
H -1.77946 3.34391 -2.13259
C -0.55676 -1.66258 -2.15062
C 0.09032 -2.20379 -3.42795
H -0.16166 -3.26399 -3.49594
H 1.17682 -2.12592 -3.35280
C -0.39523 -1.49854 -4.70072
C 0.08772 -0.07827 -4.81090
C -0.80713 0.98339 -4.81512
C -0.35317 2.28927 -4.87888
C 1.00338 2.55371 -4.94974
C 1.90346 1.50257 -4.98074
C 1.44737 0.19759 -4.91543
H 2.15649 -0.61915 -4.95814
H 2.96310 1.69969 -5.05480
H 1.35879 3.57216 -4.99063
H -1.06339 3.10315 -4.87536
H -1.86764 0.78698 -4.75870
H -1.48598 -1.51500 -4.72112
H -0.03207 -2.06456 -5.56328
H -1.64607 -1.69429 -2.24277
H -0.26650 -2.29119 -1.29945
H 1.75486 0.07427 -2.49128
H 2.00898 -1.53349 -0.61743
H 2.19929 -1.72138 1.67657
H 2.41825 -2.67764 3.70054
H 1.58687 -2.99315 5.99902
H -1.75815 -1.83056 8.52598
H -2.38134 -1.24264 6.97116
H -1.99035 0.65064 8.54354
H -0.30128 0.16021 8.73726
H -0.86433 0.77778 7.18451

# 7
Formula: C33H47FNP2W
Source: the OMol25 dataset
Level of theory: ωB97M-V/def2-TZVPD

Results
Total charge: +1
F_max in eV/Å: 0.447
Highest occupied orbital energy (spin up / spin down) in eV: -9.80 / -11.40
⟨S²⟩: 2.01
Energy relative to the best compared isomer or geometry (same formula, charge and spin) in eV: 0.0000
Spin multiplicity: 3

CARTESIAN COORDINATES (ANGSTROEM)
W 1.01384 -1.08978 -0.28534
C -2.62799 -0.98663 1.57846
C -1.91389 0.27234 2.00656
C -2.63799 1.46322 2.07474
C -2.04347 2.67293 2.40046
C -0.68204 2.71925 2.66640
C 0.05408 1.54923 2.62009
C -0.54689 0.32696 2.31061
P 0.61076 -1.07434 2.17844
C 1.88823 -0.82453 3.43903
C 3.19506 -1.06507 3.00933
C 4.26075 -0.96359 3.88616
C 4.02366 -0.61996 5.20660
C 2.72726 -0.37893 5.63804
C 1.63447 -0.47297 4.77817
C 0.27209 -0.16324 5.35672
C -0.12561 -2.70624 2.45595
C -0.50387 -3.19459 3.70714
C -1.04682 -4.45994 3.82254
C -1.20342 -5.24691 2.68665
C -0.79728 -4.77586 1.44938
C -0.24619 -3.50490 1.31345
C 0.23458 -3.02241 -0.03861
H -3.66348 -0.75879 1.32949
H -2.62878 -1.75337 2.35374
H -2.16019 -1.41987 0.68964
H -3.70027 1.43414 1.85902
H -2.64294 3.57367 2.44698
H -0.19693 3.65337 2.92002
H 1.11440 1.57823 2.85087
H 3.38284 -1.32221 1.97310
H 5.26675 -1.15247 3.53442
H 4.84654 -0.54028 5.90574
H 2.54977 -0.11553 6.67405
H 0.19576 -0.56567 6.36742
H -0.55693 -0.55307 4.77074
H 0.12234 0.91708 5.42441
H -0.36360 -2.59140 4.59504
H -1.34322 -4.83815 4.79183
H -1.63034 -6.23796 2.77186
H -0.89801 -5.40473 0.57201
H -0.55902 -3.13465 -0.78471
H 1.05114 -3.66832 -0.38947
F 2.92428 -1.09483 -0.20423
C -2.65315 1.62323 -1.56652
C -1.94827 1.34931 -2.90829
C -2.70899 0.18593 -3.56452
C -2.05423 2.57460 -3.82928
P -0.18145 0.83281 -2.56720
N -0.19513 -0.14312 -1.29336
C 0.55732 -0.12583 -4.00178
C 2.05796 -0.34601 -3.76271
C -0.05972 -1.53634 -4.05989
C 0.36007 0.56795 -5.35783
C 0.89149 2.29692 -2.08157
C 1.40785 3.10613 -3.27787
C 0.11014 3.22723 -1.13808
C 2.08120 1.79098 -1.25107
H -3.73137 1.59717 -1.74161
H -2.41747 2.59683 -1.14991
H -2.40713 0.85984 -0.82445
H -3.76233 0.46854 -3.61678
H -2.63895 -0.73017 -2.97513
H -2.38025 -0.01208 -4.58096
H -3.11477 2.78178 -3.99173
H -1.60422 2.40109 -4.80364
H -1.61263 3.47110 -3.40265
H 2.27344 -0.83965 -2.81560
H 2.64471 0.56618 -3.82793
H 2.41680 -1.01675 -4.54654
H 0.05194 -2.05298 -3.10767
H 0.48718 -2.10508 -4.81516
H -1.10605 -1.54641 -4.34153
H 0.73534 1.58830 -5.37270
H -0.68368 0.57907 -5.66399
H 0.91119 0.00161 -6.11296
H 0.60134 3.48619 -3.90101
H 2.09100 2.53667 -3.90323
H 1.96023 3.96718 -2.89317
H -0.68379 3.77465 -1.63682
H 0.81448 3.96741 -0.74905
H -0.30569 2.68245 -0.28527
H 2.80216 1.18172 -1.78453
H 1.74046 1.26695 -0.35427
H 2.60352 2.66535 -0.85466

# 8
Formula: C2H5NO2S
Source: the OMol25 dataset
Level of theory: ωB97M-V/def2-TZVPD

Results
Total charge: 0
F_max in eV/Å: 1.587
Highest occupied orbital energy in eV: -9.10
Energy relative to the best compared isomer or geometry (same formula, charge and spin) in eV: 5.0267

CARTESIAN COORDINATES (ANGSTROEM)
C 0.43829 1.32608 0.55772
C 1.50225 -0.97871 -0.25922
N -2.31382 -1.23872 -0.25937
O -1.51944 -0.18227 -0.24869
O -3.39924 -1.06573 -0.75821
S 0.25187 -0.47160 0.64235
H 0.65987 1.69286 1.55376
H -0.50737 1.73594 0.21366
H 1.24002 1.58124 -0.12618
H 1.97026 -0.36440 -1.00569
H 1.67732 -2.03468 -0.31013

# 9
Formula: C8H16ClO7PS
Source: the OMol25 dataset
Level of theory: ωB97M-V/def2-TZVPD

Results
Total charge: -2
F_max in eV/Å: 9.236
Highest occupied orbital energy in eV: 0.10

CARTESIAN COORDINATES (ANGSTROEM)
C -0.22874 3.09704 0.59764
C -1.72642 2.43447 0.46759
P -1.82364 0.57162 0.87591
C -1.32158 0.45075 2.74122
C -1.03630 -1.12404 3.09996
O -0.68086 -0.38318 -0.02721
C -1.36130 -1.59474 -0.58911
O -2.70283 -1.79160 -0.50257
O -0.47020 -2.56915 -1.30015
C 0.30600 -1.68183 -2.22209
C 0.92774 -2.48553 -3.52155
C 0.84420 -1.45996 -4.80067
Cl 2.51547 -1.16773 -5.61701
H 0.32003 2.87292 1.61528
H 0.44200 2.84955 -0.34905
H -0.39224 4.27942 0.58205
H -2.40583 3.00266 1.26702
H -2.23716 2.65905 -0.57947
H -0.36798 1.11897 2.91691
H -2.27548 0.82925 3.34118
H -0.58785 -1.18842 4.18072
H -2.01510 -1.79316 3.10208
H -0.21687 -1.54218 2.35869
H -0.45756 -0.85845 -2.58633
H 1.20689 -1.25807 -1.60354
H 2.03471 -2.79296 -3.22348
H 0.36111 -3.51525 -3.71236
H 0.46130 -0.37108 -4.50415
H 0.03524 -1.85821 -5.58176
O 1.90280 -0.23225 2.98549
S 2.57070 1.05391 2.71482
O 2.75852 1.21403 1.26142
O 3.88341 1.07683 3.38536
O 1.73781 2.15732 3.22720

# 10
Formula: C4H12N2
Source: the OMol25 dataset
Level of theory: ωB97M-V/def2-TZVPD

Results
Total charge: 0
F_max in eV/Å: 3.611
Highest occupied orbital energy in eV: -8.94
Energy relative to the best compared isomer or geometry (same formula, charge and spin) in eV: 1.9946
Structure (SMILES): C=CC.NCN

CARTESIAN COORDINATES (ANGSTROEM)
C 1.33585 1.67398 0.80044
C 1.21176 2.00784 -0.58998
C 0.00361 2.15217 -1.19954
H 2.23826 0.94684 0.86335
H 0.38997 1.37797 1.30544
H 1.63067 2.50573 1.40637
H 2.15785 2.20733 -1.09860
H 0.03287 2.69202 -2.13979
H -0.98760 1.84446 -0.77198
N -1.54956 -0.72516 0.04484
C -0.31830 -1.56257 0.15425
N -0.39874 -3.00087 0.44960
H -1.85926 -0.69288 0.96043
H -2.15063 -1.07937 -0.68475
H 0.26318 -1.11154 1.02521
H 0.33647 -1.48331 -0.71849
H -1.21496 -3.53904 -0.01153
H -0.59615 -3.21458 1.41219

# 11
Formula: C7H13OP
Source: the OMol25 dataset
Level of theory: ωB97M-V/def2-TZVPD

Results
Total charge: 0
F_max in eV/Å: 9.564
Highest occupied orbital energy (spin up / spin down) in eV: -5.23 / -8.87
⟨S²⟩: 2.01
Energy relative to the best compared isomer or geometry (same formula, charge and spin) in eV: 2.2980
Spin multiplicity: 3

CARTESIAN COORDINATES (ANGSTROEM)
C -1.96078 -1.63477 0.80029
C -1.75532 2.65356 0.20437
C -1.46045 -0.41361 0.70197
C -0.83658 2.02763 -0.51446
C 1.22370 -1.67639 -0.68724
C 1.54042 0.47028 0.62628
C 0.98056 -0.14843 -0.65356
O 1.93176 -2.16591 -1.80510
P -0.86592 0.25365 -0.88950
H -2.27906 -2.05199 1.74319
H -2.06932 -2.27434 -0.06192
H -1.75439 3.72515 0.32625
H -2.54640 2.11708 0.70604
H -1.38372 0.22880 1.57137
H -0.08309 2.59010 -1.05311
H 2.77096 -1.69507 -1.87146
H 1.75042 -1.96519 0.23441
H 0.27386 -2.21583 -0.70507
H 1.31569 1.53415 0.67440
H 2.62237 0.34820 0.67308
H 1.10484 -0.00935 1.50050
H 1.48048 0.30228 -1.52074

# 12
Formula: C4H9NP
Source: the OMol25 dataset
Level of theory: ωB97M-V/def2-TZVPD

Results
Total charge: +1
F_max in eV/Å: 4.070
Highest occupied orbital energy in eV: -13.86
Energy relative to the best compared isomer or geometry (same formula, charge and spin) in eV: 2.5895
Structure (SMILES): [NH3+]/C=P/C1CC1

CARTESIAN COORDINATES (ANGSTROEM)
C -0.46136 -0.63973 -0.98410
C -0.24570 -2.15434 -0.74722
C -0.00950 -1.52847 -2.09021
C 0.03146 1.34833 0.92532
N 0.79278 2.24323 1.87758
P 0.83756 0.30718 -0.09358
H -1.48145 -0.05937 -0.95221
H 0.61614 -2.43590 -0.27138
H -1.09543 -2.90122 -0.54887
H 1.03470 -1.61599 -2.28874
H -0.70200 -1.70082 -2.86548
H -0.93010 1.61717 0.57189
H 1.81483 1.92747 1.68307
H 0.64509 2.16956 2.92724
H 0.55252 3.16556 1.69881

# 13
Formula: C3H10N4
Source: the OMol25 dataset
Level of theory: ωB97M-V/def2-TZVPD

Results
Total charge: +2
F_max in eV/Å: 7.378
Highest occupied orbital energy (spin up / spin down) in eV: -14.60 / -20.31
⟨S²⟩: 2.01
Energy relative to the best compared isomer or geometry (same formula, charge and spin) in eV: 1.3300
Spin multiplicity: 3

CARTESIAN COORDINATES (ANGSTROEM)
C 0.40872 -0.49082 -1.95670
C -0.09785 0.67332 1.51886
C 0.88398 -0.47595 0.47904
N -0.43706 -0.67296 -2.92693
N -0.41686 0.01585 2.56774
N -0.36992 1.85486 1.19731
N 0.06791 -0.88818 -0.72219
H 1.37602 -0.20312 -2.24362
H 1.16077 -1.32831 1.13118
H 1.75478 0.07341 0.07891
H -0.13858 -0.67885 -3.87543
H -1.31636 -1.03998 -2.77693
H 0.22655 -0.65531 2.91578
H -0.93802 0.53241 3.23495
H -0.27775 2.23034 0.26437
H -1.07254 2.32637 1.77271
H -0.81379 -1.27308 -0.65905

no.,E (eV)
1,-38761.304
2,-20586.209
3,-42474.508
4,-34286.397
5,-8097.194
6,-45739.197
7,-59590.885
8,-18570.543
9,-55529.373
10,-7321.034
11,-18799.855
12,-15062.973
13,-9211.439